Entry 1:
C3H3OS | ωB97M-V/def2-TZVPD

Geometry as XYZ:
```
8
Properties=species:S:1:pos:R:3
C -0.855 -0.052 0.050
C -0.650 -1.283 -0.115
C 0.253 0.997 -0.013
O 1.459 0.686 -0.112
S 2.581 -0.396 0.028
H -1.860 0.460 0.036
H -0.769 -2.348 0.084
H -0.159 1.937 0.042
```

Calculated values
Energy relative to the best compared isomer or geometry (same formula, charge and spin) in kcal per mole: 123.3
LUMO (spin up / spin down) in Eh: -0.2755 / -0.2378
HOMO (spin up / spin down) in eV: -14.38 / -15.19
Charge: +1
2S+1: 1
Frontier orbital gap (spin up / spin down) in eV: 6.9 / 8.7



Entry 2:
C3H3OS2 | ωB97M-V/def2-TZVPD

Geometry as XYZ:
```
9
Properties=species:S:1:pos:R:3
C 0.155 0.092 0.438
C -0.370 -0.896 -0.308
C -3.643 0.254 -0.031
O -4.495 -0.477 -0.117
S -2.649 1.460 0.192
S -1.568 -2.022 0.118
H 0.967 0.674 0.132
H -0.121 0.245 1.450
H -0.119 -0.904 -1.423
```

Calculated values
Energy relative to the best compared isomer or geometry (same formula, charge and spin) in kcal per mole: 18.9
LUMO in Eh: 0.1221
HOMO in eV: -2.61
Charge: -1
2S+1: 1
Frontier orbital gap in eV: 5.9



Entry 3:
C3H3OTl | ωB97M-V/def2-TZVPD

Geometry as XYZ:
```
8
Properties=species:S:1:pos:R:3
H -1.927 0.222 -0.770
O 1.108 0.737 -0.168
C -1.224 0.246 0.066
C -0.413 -0.841 0.321
C 0.956 -0.340 0.412
H -1.381 1.004 0.837
H -0.590 -1.844 -0.067
Tl 3.471 0.816 -0.631
```

Calculated values
Energy relative to the best compared isomer or geometry (same formula, charge and spin) in kcal per mole: 27.8
LUMO (spin up / spin down) in Eh: -0.1789 / -0.2063
HOMO (spin up / spin down) in eV: -13.68 / -13.71
Charge: +1
2S+1: 2
Frontier orbital gap (spin up / spin down) in eV: 8.8 / 8.1



Entry 4:
C3H3OYb | ωB97M-V/def2-TZVPD

Geometry as XYZ:
```
8
Properties=species:S:1:pos:R:3
C 1.345 -1.029 2.522
C 1.650 -1.406 1.358
H 1.244 -0.312 3.327
H 2.135 -1.222 0.407
C 1.014 -3.037 2.355
O -0.204 -3.324 2.744
Yb -0.654 -5.546 2.204
H 1.900 -3.275 2.987
```

Calculated values
Energy relative to the best compared isomer or geometry (same formula, charge and spin) in kcal per mole: 0.0
LUMO (spin up / spin down) in Eh: -0.1281 / -0.2035
HOMO (spin up / spin down) in eV: -9.81 / -12.99
Charge: +1
2S+1: 3
Frontier orbital gap (spin up / spin down) in eV: 6.3 / 7.5



Entry 5:
C3H3PS | ωB97M-V/def2-TZVPD

Geometry as XYZ:
```
8
Properties=species:S:1:pos:R:3
C -1.298 0.985 -0.001
C -2.427 0.300 0.025
C 0.021 0.065 -0.019
P -0.438 2.994 0.009
S -3.873 -0.277 -0.003
H 0.406 -0.212 0.984
H 0.765 0.350 -0.692
H -0.348 -0.915 -0.435
```

Calculated values
Energy relative to the best compared isomer or geometry (same formula, charge and spin) in kcal per mole: 71.4
LUMO (spin up / spin down) in Eh: -0.0659 / -0.0651
HOMO (spin up / spin down) in eV: -8.19 / -8.12
2S+1: 1
Frontier orbital gap (spin up / spin down) in eV: 6.4 / 6.3



Entry 6:
C3H41O18 | ωB97M-V/def2-TZVPD

Geometry as XYZ:
```
62
Properties=species:S:1:pos:R:3
C 9.357 9.135 26.585
C 10.497 8.704 25.747
C 11.815 8.845 26.546
O 10.424 7.329 25.407
H 9.126 8.556 27.436
H 8.523 9.105 25.913
H 9.435 10.142 26.953
H 10.655 9.300 24.853
H 11.792 8.268 27.439
H 11.908 9.912 26.857
H 12.685 8.577 25.967
O 15.146 6.767 25.494
H 14.226 6.715 25.251
H 15.500 5.950 25.761
O 6.729 7.225 28.621
H 6.727 8.152 28.553
H 7.683 6.968 28.741
O 5.761 8.128 25.924
H 6.164 8.613 25.173
H 6.253 7.370 26.105
O 7.180 11.975 26.230
H 6.371 11.805 25.700
H 6.982 12.908 26.366
O 10.512 12.783 26.163
H 10.491 11.890 25.860
H 10.480 12.806 27.093
O 15.305 9.489 25.110
H 15.150 8.655 25.531
H 16.057 9.349 24.539
O 11.843 11.495 23.905
H 11.934 12.423 23.574
H 10.875 11.380 23.904
O 12.691 7.055 24.193
H 11.953 7.281 24.790
H 12.803 7.867 23.754
O 12.023 5.565 26.929
H 11.696 6.403 26.577
H 11.382 5.152 27.473
O 7.118 9.033 23.738
H 6.507 8.601 23.196
H 7.867 8.408 23.700
O 9.750 7.646 22.859
H 10.545 7.922 22.325
H 10.021 7.527 23.779
O 6.363 9.756 27.874
H 6.174 9.144 27.176
H 6.780 10.483 27.456
O 13.457 9.569 23.192
H 14.076 9.510 23.939
H 12.815 10.238 23.526
O 9.383 6.261 28.358
H 9.038 5.398 28.187
H 9.723 6.520 27.522
O 10.149 4.662 24.771
H 10.951 4.172 25.027
H 10.324 5.590 24.933
O 9.063 11.257 24.137
H 8.743 11.644 24.981
H 8.509 10.508 24.114
O 7.909 6.329 25.401
H 7.617 6.100 24.507
H 8.722 6.809 25.419
```

Calculated values
Energy relative to the best compared isomer or geometry (same formula, charge and spin) in kcal per mole: 38.8
LUMO in Eh: 0.0753
HOMO in eV: -6.20
Charge: -1
2S+1: 1
Frontier orbital gap in eV: 8.2



Entry 7:
C3H42N2O16 | ωB97M-V/def2-TZVPD

Geometry as XYZ:
```
63
Properties=species:S:1:pos:R:3
N 0.059 1.159 -3.204
C -0.951 0.391 -2.484
C -2.074 -0.154 -3.385
C -0.274 -0.880 -1.792
N -0.116 -0.537 -0.321
H 0.951 0.712 -3.379
H -0.327 1.419 -4.112
H -1.490 0.954 -1.719
H -2.651 -0.986 -2.997
H -2.907 0.545 -3.545
H -1.534 -0.549 -4.253
H 0.702 -1.082 -2.231
H -0.895 -1.784 -1.856
H -0.864 0.112 -0.113
H 0.740 -0.052 -0.057
H 1.656 3.858 0.711
H 2.080 2.334 0.832
O 1.664 3.004 0.264
H 1.930 0.656 3.216
H 0.460 0.772 2.835
O 1.128 1.145 3.436
H 0.734 -3.865 0.899
H 0.896 -4.976 -0.271
O 1.241 -4.642 0.559
H -2.043 1.881 0.909
H -2.147 0.442 1.643
O -1.674 1.274 1.572
H 2.597 3.209 -1.357
H 1.675 3.048 -2.619
O 2.597 3.047 -2.318
H 2.563 -3.651 0.430
H 3.859 -3.578 1.276
O 3.271 -3.028 0.751
H 1.074 4.044 2.941
H -0.364 3.844 2.528
O 0.274 4.539 2.733
H 3.332 1.029 -2.655
H 4.558 -0.030 -2.536
O 3.630 0.147 -2.380
H -1.428 -1.328 3.325
H -2.281 -2.345 4.240
O -1.644 -2.240 3.532
H -2.498 -3.649 -1.046
H -1.995 -3.013 0.226
O -2.822 -3.151 -0.290
H -1.019 3.031 -0.132
H -1.804 4.190 0.602
O -1.887 3.454 -0.012
H 2.874 -1.909 2.191
H 4.119 -1.390 2.991
O 3.227 -1.743 3.088
H -4.262 -0.801 1.303
H -3.296 -1.539 0.551
O -3.604 -0.608 0.618
H -3.485 2.372 -0.616
H -3.865 0.905 -0.961
O -4.216 1.803 -0.964
H 2.454 0.866 -0.789
H 3.047 -0.015 0.465
O 2.417 0.644 0.146
H -0.253 -2.109 0.441
H -0.615 -2.417 2.017
O -0.521 -2.782 1.122
```

Calculated values
Energy relative to the best compared isomer or geometry (same formula, charge and spin) in kcal per mole: 70.2
LUMO in Eh: 0.0018
HOMO in eV: -9.64
2S+1: 1
Frontier orbital gap in eV: 9.7



Entry 8:
C3H45INO18PSb | ωB97M-V/def2-TZVPD

Geometry as XYZ:
```
70
Properties=species:S:1:pos:R:3
N 0.050 2.948 4.232
C -0.556 2.982 2.819
C 0.504 2.449 1.688
O 1.796 3.118 1.916
C 0.036 2.682 0.134
Sb 0.541 0.876 -1.116
P 1.247 -1.088 -2.533
O 0.022 -2.347 -2.490
I 3.262 -1.952 -1.323
H 0.400 1.973 4.434
H 0.835 3.649 4.316
H -1.469 2.244 2.851
H -0.941 4.081 2.620
H 0.669 1.304 1.867
H 1.653 4.076 1.626
H -1.102 2.991 0.020
H 0.699 3.575 -0.290
H 0.383 -0.208 0.268
H 2.238 1.152 -0.742
H 0.597 1.943 -2.501
H -1.160 0.584 -1.431
H -0.859 -1.998 -2.819
O -2.995 1.131 -2.906
H -3.050 0.773 -3.805
H -3.691 1.804 -2.879
O -3.047 -1.332 -5.039
H -2.859 -1.655 -5.933
H -3.130 -2.139 -4.510
O 4.164 1.999 -0.572
H 5.058 2.368 -0.628
H 3.894 2.177 0.342
O 4.959 1.607 2.277
H 4.262 0.942 2.387
H 5.781 1.101 2.359
O 0.444 -3.208 0.746
H 0.071 -4.088 0.585
H 0.926 -3.005 -0.069
O 0.829 -6.285 1.041
H 1.379 -6.947 0.597
H 1.360 -6.014 1.805
O -1.590 -1.735 2.803
H -0.890 -2.129 2.262
H -1.727 -2.379 3.514
O 6.417 -1.093 2.027
H 7.202 -1.641 2.176
H 5.889 -1.606 1.397
O -2.854 -4.477 3.164
H -2.697 -5.107 2.445
H -3.190 -3.688 2.714
O 5.386 -2.050 -4.557
H 6.280 -1.681 -4.613
H 5.116 -1.872 -3.644
O -6.112 -2.424 -4.963
H -5.218 -2.055 -5.019
H -6.382 -2.246 -4.049
O -4.421 -6.556 4.777
H -5.277 -6.122 4.639
H -3.779 -5.925 4.420
O -2.883 4.762 1.239
H -2.895 5.691 1.514
H -3.701 4.397 1.610
O -5.586 5.757 1.405
H -5.641 5.399 0.506
H -6.283 6.430 1.432
O 7.845 -4.123 -4.521
H 6.989 -3.689 -4.659
H 8.487 -3.492 -4.878
O -4.257 6.593 -0.935
H -3.707 5.931 -1.379
H -3.726 6.864 -0.171
```

Calculated values
LUMO in Eh: 0.0723
HOMO in eV: -3.58
Charge: -1
2S+1: 1
Frontier orbital gap in eV: 5.6



Entry 9:
C3H4AgO3 | ωB97M-V/def2-TZVPD

Geometry as XYZ:
```
11
Properties=species:S:1:pos:R:3
C 0.503 0.509 1.187
O -0.355 -0.042 -1.007
C -0.728 -0.925 -0.142
C 0.698 0.975 -0.240
O -0.314 -0.611 1.139
O -1.228 -2.002 -0.380
H 1.418 0.303 1.751
H 1.653 0.617 -0.646
H -0.134 1.572 1.133
Ag -2.233 -2.451 -2.385
H 0.720 2.055 -0.410
```

Calculated values
Energy relative to the best compared isomer or geometry (same formula, charge and spin) in kcal per mole: 52.5
LUMO in Eh: -0.2124
HOMO in eV: -14.33
Charge: +1
2S+1: 1
Frontier orbital gap in eV: 8.6



Entry 10:
C3H4AgO3 | ωB97M-V/def2-TZVPD

Geometry as XYZ:
```
11
Properties=species:S:1:pos:R:3
O 2.498 -0.463 0.115
C 3.544 -0.691 0.490
O -0.842 1.468 0.066
C -1.708 0.948 0.893
C -2.045 -0.737 0.066
O -0.819 -1.191 0.229
Ag 0.489 0.128 -0.474
H -2.828 0.825 1.278
H -2.801 -1.192 0.724
H -1.352 1.014 1.937
H -2.517 -0.471 -0.894
```

Calculated values
Energy relative to the best compared isomer or geometry (same formula, charge and spin) in kcal per mole: 45.6
LUMO (spin up / spin down) in Eh: -0.1625 / -0.2879
HOMO (spin up / spin down) in eV: -13.69 / -14.69
Charge: +1
2S+1: 3
Frontier orbital gap (spin up / spin down) in eV: 9.3 / 6.9



Entry 11:
C3H4AlLiO3 | ωB97M-V/def2-TZVPD

Geometry as XYZ:
```
12
Properties=species:S:1:pos:R:3
C 1.809 0.985 -0.362
C 1.170 1.125 0.833
H 1.337 1.093 -1.343
H 0.640 1.967 0.195
H 1.776 1.060 1.743
O -1.678 -0.504 -0.308
C -1.677 -1.743 -0.024
O -0.698 -2.276 0.537
O -2.730 -2.445 -0.277
Li -2.762 0.774 -1.149
Al 0.027 -0.532 0.573
H 2.787 0.495 -0.419
```

Calculated values
Energy relative to the best compared isomer or geometry (same formula, charge and spin) in kcal per mole: 57.1
LUMO (spin up / spin down) in Eh: -0.5859 / -0.6131
HOMO (spin up / spin down) in eV: -26.70 / -26.57
Charge: +3
2S+1: 2
Frontier orbital gap (spin up / spin down) in eV: 10.8 / 9.9



Entry 12:
C3H4BCl3CrF6NO19S2 | ωB97M-V/def2-TZVPD

Geometry as XYZ:
```
40
Properties=species:S:1:pos:R:3
Cr -0.627 -0.451 0.466
Cl -3.342 -1.423 -1.608
O -2.026 -1.126 -1.033
O -4.313 -1.685 -0.589
O -3.716 -0.223 -2.295
O -3.169 -2.536 -2.494
Cl 0.847 -3.627 1.206
O 0.073 -4.556 1.946
O 1.439 -4.224 0.060
O -0.070 -2.538 0.782
O 1.866 -3.067 2.041
Cl 2.280 1.285 1.583
O 1.231 0.299 1.328
O 1.964 1.954 2.824
O 3.533 0.611 1.722
O 2.316 2.165 0.459
N -1.770 -0.089 1.974
S -3.226 0.573 2.176
O -3.385 1.785 2.937
O -4.312 -0.347 2.017
F -3.182 1.181 0.713
S -1.750 -0.630 3.659
O -2.333 -1.910 3.902
O -1.710 0.443 4.626
F -0.217 -0.987 3.539
B -0.623 2.714 -0.585
F -0.834 1.268 -0.495
F 0.443 2.950 -1.462
F -1.709 3.344 -1.209
F -0.410 3.143 0.681
C 3.626 0.460 -2.902
C 2.567 1.249 -3.611
O 1.389 0.896 -2.871
C 1.633 -0.058 -2.022
O 0.842 -0.597 -1.299
O 2.931 -0.457 -2.044
H 4.275 1.132 -2.339
H 4.231 -0.132 -3.586
H 2.517 0.889 -4.638
H 2.720 2.322 -3.560
```

Calculated values
Energy relative to the best compared isomer or geometry (same formula, charge and spin) in kcal per mole: 25.8
LUMO (spin up / spin down) in Eh: 0.0689 / 0.1163
HOMO (spin up / spin down) in eV: -5.28 / -5.28
Charge: -2
2S+1: 4
Frontier orbital gap (spin up / spin down) in eV: 7.2 / 8.4



Entry 13:
C3H4BF2IN2O5SSeTi | ωB97M-V/def2-TZVPD

Geometry as XYZ:
```
21
Properties=species:S:1:pos:R:3
Ti -0.462 -0.188 0.355
O -1.881 3.003 1.628
S -0.943 2.130 1.031
O 0.324 2.685 0.583
O -1.512 1.319 -0.168
O -0.614 0.882 1.912
F 0.841 -1.260 0.974
B -2.143 -1.566 0.403
F -2.273 -2.522 -0.502
Se -4.554 0.099 3.462
C -3.754 -0.773 2.219
N -3.202 -1.383 1.361
N 2.098 1.042 -1.140
C 1.599 -0.124 -1.468
O 0.345 -0.320 -1.451
C 2.500 -1.239 -1.899
I 4.213 -1.519 -0.674
H 1.508 1.785 -0.755
H 3.102 1.139 -1.071
H 2.876 -1.030 -2.899
H 1.931 -2.161 -1.900
```

Calculated values
Energy relative to the best compared isomer or geometry (same formula, charge and spin) in kcal per mole: 20.7
LUMO in Eh: -0.0410
HOMO in eV: -9.10
2S+1: 1
Frontier orbital gap in eV: 8.0



Entry 14:
C3H4BNO2S | ωB97M-V/def2-TZVPD

Geometry as XYZ:
```
12
Properties=species:S:1:pos:R:3
B 0.689 1.336 -0.024
C -0.013 -1.565 0.519
C -0.954 -2.232 -0.182
C 0.042 0.059 -0.492
N -1.579 -1.675 -1.217
O 1.337 1.227 1.171
O 0.304 2.422 -0.773
S -1.183 -0.192 -1.635
H 0.449 -1.591 1.447
H -1.039 -3.233 -0.105
H 1.607 2.053 1.689
H 0.341 3.390 -0.398
```

Calculated values
Energy relative to the best compared isomer or geometry (same formula, charge and spin) in kcal per mole: 0.0
LUMO in Eh: -0.0065
HOMO in eV: -8.53
2S+1: 1
Frontier orbital gap in eV: 8.4